Record 1
{"formula": "C17H53N13O8", "method": "ωB97M-V with the def2-TZVPD basis set", "de_lowest_ev": 5.852, "smiles": "COC[C@H](C)N.COC[C@H](C)N.COC[C@H](C)N.NC(N)=O.NC(N)=O.NC(N)=O.NC(N)=O.NC(N)=O", "charge": 0, "lumo_ev": 0.19, "e_homo_ev": -9.0, "gap_ev": 9.2, "symbols": ["C", "H", "N", "C", "H", "H", "C", "N", "C", "C", "H", "H", "H", "O", "H", "C", "H", "O", "H", "H", "H", "H", "C", "H", "H", "N", "H", "H", "H", "N", "C", "H", "C", "O", "N", "H", "H", "N", "H", "H", "H", "N", "H", "H", "O", "H", "H", "H", "H", "C", "H", "H", "C", "H", "O", "C", "H", "C", "H", "H", "N", "H", "C", "N", "C", "H", "O", "H", "H", "O", "H", "H", "H", "O", "C", "H", "H", "H", "H", "H", "N", "H", "H", "N", "H", "C", "H", "H", "N", "N", "H"], "positions_angstrom": [[0.165247, -1.402396, -0.509158], [7.666400, -0.557283, 2.709423], [0.586952, 5.575468, -0.298666], [5.832670, 4.874384, -1.844731], [-4.810291, 2.601711, 4.829696], [4.764596, 7.871209, -3.893664], [3.009598, -0.642394, -5.844108], [-0.910910, -2.153507, -0.588485], [-3.656518, -7.261074, 4.972717], [5.605929, 7.385982, -4.388455], [-1.280463, 7.514843, 1.106644], [5.427991, 8.486548, -6.263246], [-1.074935, -8.245866, 2.760581], [-2.962823, -6.621058, 5.998122], [0.427291, 7.424566, 1.296433], [-2.474897, -5.334332, 5.751994], [-4.484235, -8.642265, 2.894200], [3.093365, -0.498428, -7.026343], [-4.215998, 2.054782, 1.549648], [0.425231, 4.805676, -0.932208], [-4.959282, 3.192699, 3.169629], [-1.177612, -6.810595, 3.761196], [-2.866507, -8.238297, 4.052881], [-3.447163, 2.866762, 3.612956], [-6.761132, 1.253712, 3.398787], [6.943017, 8.000193, -4.288190], [-1.859977, -4.919037, 6.550435], [-4.170923, -9.955506, 3.864258], [6.744277, -0.890465, 1.296695], [-4.021213, -4.236861, -5.579368], [-2.809268, -4.593502, -5.940311], [6.402681, 5.367909, -4.151684], [-7.473778, -0.242770, 5.431591], [1.295750, -1.676163, -0.903030], [5.840266, -0.497036, 1.515986], [5.149751, 4.033017, -1.727190], [-1.780966, -5.272105, 4.913726], [-2.644722, -4.257817, -7.138476], [-8.193271, 0.531073, 5.164003], [-4.348320, -6.590840, 4.462523], [-2.174124, -6.989173, 2.315168], [0.093296, -0.471428, 0.363822], [-1.769369, -4.385809, -7.625806], [0.949705, 0.057745, 0.445184], [-6.142855, 0.089693, 4.948636], [6.128208, 6.950732, -6.504702], [-0.905052, -3.000510, -1.138625], [-5.255834, 0.801743, 1.526917], [-2.380528, -8.842561, 4.818903], [-1.769132, -7.516886, 3.178643], [5.976615, 5.150603, -0.800186], [-4.584518, -3.656878, -6.184689], [-6.044417, 0.465741, 3.630115], [7.488723, 7.359539, -4.846629], [4.848183, 0.549889, 3.265512], [5.338790, 7.448838, -5.941869], [-7.862404, -1.175489, 5.022822], [-0.601266, 6.054192, 0.050526], [-1.736257, -1.716892, -0.203470], [7.168599, 7.898173, -3.309006], [-4.382878, 1.128433, 1.915903], [4.416009, 6.936335, -6.213729], [-4.445409, 2.476058, 3.810297], [7.014194, -0.077246, 3.312983], [5.819784, 0.076007, 2.734057], [1.404626, 6.168340, -0.295889], [-2.005830, -5.041896, -5.123271], [-4.262928, -4.395336, -4.611602], [-0.796187, -0.166173, 0.732243], [-1.670646, 5.646383, -0.343775], [2.353139, -1.820896, -4.295142], [4.515481, 0.476064, -5.141756], [-3.910909, 0.351559, 3.719366], [5.406602, 6.132789, -2.470437], [5.478805, 5.897911, -3.920093], [1.792321, -2.203147, -5.944011], [4.620173, 5.248299, -4.089955], [-3.346351, -3.838523, -7.731784], [-3.333377, -4.687072, 5.572622], [-6.301559, -0.336132, 2.938029], [2.350023, -1.668376, -5.293558], [7.187937, -0.019866, 4.306280], [-7.414429, -0.348412, 6.514830], [3.664785, -0.014113, -4.904815], [3.478792, -0.206130, -3.930831], [-4.651740, 1.029572, 3.295615], [4.987974, -0.652715, 0.996907], [-4.385024, -7.833831, 5.546574], [-0.412923, 7.050387, 0.879137], [-3.765722, -9.186608, 3.349739], [6.833098, 4.506135, -2.072010]], "forces_ev_per_angstrom": [[3.2434, -2.7840, -0.2527], [0.4395, 0.1423, 1.0676], [1.1373, -2.3694, -1.4714], [0.1684, 1.6679, 2.2999], [0.4754, 0.1867, 0.0996], [0.5582, 0.6371, 0.2325], [-0.2428, -2.3526, 0.1179], [-2.1237, -1.0900, -0.9481], [-1.3020, -0.5752, 0.0534], [-1.1622, -1.3380, -3.7435], [0.3064, 0.2272, 0.2812], [-0.5924, -0.0058, -0.0262], [-0.0467, -0.1579, 0.1027], [1.2950, -0.0693, 0.6604], [-0.1342, -0.5682, -0.3872], [0.0992, 0.6252, -0.6667], [-0.2853, -0.3274, -0.1663], [0.1593, 1.0077, -2.2659], [-0.1174, 0.0852, 0.3032], [1.0921, 0.1112, -0.2869], [-0.9558, -0.2695, -0.0178], [-0.1946, -0.1377, 0.1288], [0.1541, 0.1072, 1.0419], [0.5144, -0.6104, 0.7679], [-0.3599, 0.3944, -0.0164], [-1.6871, -0.6715, 1.1143], [-0.4668, -0.4886, 0.6040], [0.2023, 0.3895, 0.3916], [-0.9459, -0.3219, -0.9615], [-3.6672, 0.3511, 2.1379], [0.6665, -0.6816, 5.3962], [0.0932, -0.1678, -0.1214], [0.8786, 0.3028, -0.5175], [0.4084, -0.7270, -1.9296], [0.1500, -0.1028, -1.3105], [-0.5794, 0.1552, -1.0595], [-0.2422, -0.1465, -0.4516], [2.9848, 1.2175, -7.9435], [0.0528, 0.2756, 0.0617], [0.3586, 0.6214, -0.6853], [-0.3302, 0.1038, 0.1125], [-0.8812, 4.5354, 2.9081], [-0.0179, -0.1419, 0.4262], [-0.5230, 0.2368, 0.3194], [-0.7073, -0.6525, 1.5597], [0.2317, -0.3252, 0.1956], [-0.2810, 0.3842, 0.0750], [0.1838, -0.0104, -1.2608], [0.5794, -0.0882, -0.2164], [-0.7514, -0.9850, 0.1139], [-0.0972, 0.1943, 0.2664], [-0.0972, -0.2507, 0.6173], [-0.0935, 0.9260, -1.1172], [0.7432, 0.1148, 0.1771], [-0.8762, 0.6796, 0.3246], [0.0995, -0.1232, 0.8742], [0.2761, -0.2084, -0.2213], [0.5796, -0.1094, -0.4194], [-0.2628, -0.8845, -0.4113], [0.8116, 0.0628, 0.1982], [-0.8404, -1.4549, -2.3639], [-0.1869, 0.4398, -0.0992], [-0.4248, -0.1130, 0.3079], [2.3204, -0.0345, 0.5737], [-1.2917, -0.5391, 0.6509], [-0.1765, -0.5157, -0.3013], [0.2904, -0.4609, -0.7397], [-0.1909, 0.2522, -0.3428], [0.4656, 0.3927, 0.1761], [-0.7427, -0.3703, -0.0316], [-0.3691, -0.3091, -0.4380], [-0.3991, 0.0948, 0.0753], [0.0092, 0.0179, 0.5378], [1.2360, -3.3570, -0.2847], [0.5978, 2.0296, 2.0585], [-0.0766, -0.0958, 0.6121], [-0.2138, 0.4839, -1.0587], [0.0413, -0.2638, 0.4618], [0.0893, 0.4221, -0.0952], [0.1681, -0.5703, -0.1374], [-1.8572, -1.5717, 0.0041], [-0.2717, 0.1519, -0.4125], [0.1305, 0.1388, -0.1463], [2.4558, 3.0839, 2.3268], [0.2615, 0.1131, -0.3304], [0.8780, 1.5397, 2.1205], [0.4386, 0.0159, 0.0441], [0.0488, -0.7307, -0.1497], [-2.0577, 3.5734, 2.6167], [0.7928, 1.4426, -0.7794], [-0.0428, 0.1940, -1.0109]], "lowdin_charge": [-0.793, 0.089, 0.145, -0.117, 0.077, 0.133, -0.787, 0.174, -0.238, -0.409, 0.114, 0.071, 0.067, -0.175, 0.114, -0.116, 0.060, 0.053, 0.071, 0.112, 0.071, 0.052, -0.382, 0.076, 0.124, 0.045, 0.089, 0.066, 0.091, 0.142, -0.802, 0.109, -0.066, -0.010, 0.144, 0.081, 0.066, 0.169, 0.082, 0.120, 0.071, 0.159, 0.131, 0.127, -0.173, 0.065, 0.123, 0.061, 0.129, -0.043, 0.076, 0.105, -0.253, 0.064, 0.043, -0.077, 0.081, -0.784, 0.107, 0.065, 0.021, 0.071, -0.060, 0.142, -0.742, 0.108, 0.018, 0.117, 0.113, 0.042, 0.100, 0.116, 0.131, -0.213, -0.171, 0.111, 0.124, 0.121, 0.088, 0.122, 0.148, 0.118, 0.087, 0.151, 0.105, -0.447, 0.116, 0.117, 0.148, 0.029, 0.081]}

Record 2
{"formula": "C17H53N16O11", "method": "ωB97M-V with the def2-TZVPD basis set", "de_lowest_ev": 5.777, "charge": -1, "lumo_ev": 1.66, "e_homo_ev": -6.1, "gap_ev": 7.7, "symbols": ["H", "H", "C", "O", "O", "H", "C", "H", "N", "O", "H", "C", "H", "H", "H", "H", "H", "H", "H", "O", "H", "C", "H", "H", "C", "H", "H", "H", "N", "N", "O", "H", "H", "H", "N", "H", "N", "H", "H", "C", "C", "H", "N", "H", "H", "H", "C", "O", "C", "H", "C", "H", "C", "N", "H", "H", "O", "N", "N", "H", "H", "H", "H", "N", "O", "O", "H", "N", "N", "H", "H", "N", "H", "H", "H", "H", "H", "C", "N", "N", "H", "C", "H", "H", "O", "H", "H", "C", "H", "H", "C", "O", "H", "C", "N", "H", "C"], "positions_angstrom": [[21.828570, 31.493700, -21.028450], [15.846970, 29.750200, -25.804190], [19.014170, 36.809450, -23.716750], [17.497660, 28.586340, -25.814750], [19.210170, 38.163180, -23.440990], [23.340210, 27.033020, -22.817800], [17.854250, 32.944540, -24.954640], [20.114360, 36.492090, -18.645190], [18.771870, 35.603090, -20.298850], [16.834320, 37.682260, -27.403440], [18.888540, 40.004530, -23.774510], [15.291830, 32.949840, -28.497360], [19.157910, 29.048330, -20.702610], [16.725200, 35.094830, -25.519470], [14.543240, 32.618890, -23.588860], [21.045410, 30.844730, -29.402760], [13.881650, 33.506180, -27.097350], [20.321280, 29.550070, -25.493150], [22.604400, 29.324650, -21.965620], [18.366550, 31.784680, -30.169590], [16.802830, 31.713940, -21.368670], [14.937840, 31.430590, -22.146550], [13.140030, 30.638880, -23.956700], [18.112000, 35.897280, -28.449490], [21.701240, 29.322700, -22.575870], [18.572890, 27.164800, -23.911880], [17.994900, 36.513210, -23.468900], [20.609960, 28.440140, -20.908370], [14.844790, 33.306790, -27.326930], [19.409160, 31.200540, -28.361380], [14.745990, 33.049160, -29.549620], [16.456290, 41.283260, -23.195110], [12.162520, 29.283090, -24.432520], [15.954030, 40.637980, -24.683710], [16.121200, 32.043250, -22.037280], [19.766220, 36.148990, -23.285110], [19.148460, 27.798800, -24.447470], [20.810090, 32.207510, -22.298430], [20.639150, 30.835810, -31.159720], [16.922950, 39.119940, -23.338290], [16.090680, 40.357460, -23.639320], [15.510470, 33.157850, -26.582090], [19.331180, 29.724650, -25.396530], [18.259680, 35.379150, -21.140040], [18.397080, 39.030030, -25.085380], [18.041810, 34.783490, -27.100340], [18.962110, 33.211430, -23.963170], [13.737910, 28.367840, -26.022380], [20.459430, 30.062110, -21.819770], [16.923190, 31.958810, -29.030660], [19.358820, 31.271780, -29.665120], [20.157620, 32.044880, -20.790290], [13.982340, 29.354450, -25.310950], [14.129180, 31.956630, -22.948500], [18.951840, 30.485950, -25.941160], [16.014640, 36.686690, -25.294870], [14.722960, 30.413180, -21.527780], [16.334250, 32.189090, -28.243120], [20.404430, 30.769160, -30.179640], [20.056560, 28.104740, -24.128330], [22.185480, 26.245130, -23.692550], [16.370930, 32.794580, -22.664370], [19.070620, 32.201140, -23.568650], [19.247020, 37.009600, -18.646130], [16.646320, 32.928480, -24.580210], [17.186920, 36.915320, -19.583620], [19.760840, 35.398680, -20.314580], [15.054250, 30.096840, -25.283100], [17.775590, 35.659190, -27.527410], [22.888840, 27.674710, -24.512400], [13.198030, 32.158810, -22.613570], [16.674020, 36.075600, -25.755190], [17.826590, 38.616390, -21.453900], [19.841220, 33.572960, -24.496610], [15.113730, 30.791990, -24.552810], [19.726340, 30.226440, -22.609500], [16.809750, 32.232640, -27.353110], [20.828520, 31.509080, -21.461790], [13.049310, 29.765920, -24.456510], [20.135340, 29.301630, -20.678880], [20.133800, 30.626490, -27.954610], [18.565730, 28.679400, -25.271660], [16.346480, 39.173140, -21.228100], [21.955610, 29.881970, -23.476210], [21.441040, 27.922600, -22.997190], [19.033620, 36.612240, -24.788590], [18.696530, 33.899700, -23.160770], [18.338220, 36.608050, -19.564320], [18.851380, 37.626970, -17.951560], [15.076240, 40.257510, -23.253280], [18.373710, 39.069740, -23.996350], [18.194180, 32.719270, -26.199840], [18.679070, 31.687880, -27.861810], [17.095140, 36.573500, -26.925560], [17.143120, 39.249310, -21.844260], [16.418150, 38.180710, -23.564400], [22.571290, 27.255590, -23.557620]], "forces_ev_per_angstrom": [[0.0622, 0.3525, 0.2371], [0.2451, 0.3011, 0.2287], [-0.8863, -0.2439, -1.1332], [-1.5462, -0.4009, -0.2319], [1.9995, -1.7217, 1.6256], [0.5114, 0.9313, -0.0205], [-1.1272, 0.0058, -2.8012], [-0.1407, 0.7272, 0.8438], [1.6551, -2.2741, -2.4021], [0.0972, -0.2075, 0.7724], [-0.4001, 0.4363, 0.1643], [-0.2045, -1.9698, 0.2123], [-0.2981, 0.0755, 0.2700], [-0.3249, 0.1911, -0.0958], [-0.3812, 0.4978, 0.0092], [1.5415, -0.5285, -1.5410], [0.3788, 0.1346, -0.4009], [-0.0776, 0.3692, 0.1504], [-0.0448, -0.0322, 0.4329], [0.3104, 0.0232, -1.7227], [-0.3365, -0.2077, -0.3462], [4.6634, -3.3101, 4.5666], [0.0069, -0.5787, -0.1386], [0.0337, -0.3560, 0.1829], [-0.5803, 0.2602, -0.2525], [0.3253, 0.0000, -0.2781], [-0.0348, -0.3287, 0.5509], [-0.2106, -0.7171, 0.8579], [-2.2056, 2.7761, 4.1729], [0.1131, -0.0942, 3.3331], [-1.3704, 0.9883, -2.8529], [0.5421, -0.3476, 0.3485], [0.4315, 0.0784, -0.1891], [0.1428, -0.5515, -0.3529], [1.9013, 1.0778, 0.5496], [0.0283, 0.4814, 0.4833], [0.0874, -1.5147, 0.4346], [0.4490, -0.4101, -0.4674], [0.0758, 0.1262, 0.4378], [1.4000, 0.5012, 1.7237], [-0.5641, 0.5055, -0.9741], [-0.8362, 0.0740, 0.4678], [2.7240, 4.2758, -1.1018], [0.0166, 0.0566, 0.2241], [-0.6860, -0.4277, -0.3114], [-0.0909, -0.0965, -0.2449], [-0.3374, -0.2499, -0.4199], [0.9076, 0.4029, 0.0295], [1.8134, 1.1894, -2.5984], [0.0278, -0.0068, -0.1527], [-5.7415, 2.3708, 0.2312], [-0.2615, -0.7885, 0.4877], [-2.1808, -2.4549, -1.1472], [-4.8592, 3.9699, -4.9563], [0.1195, 0.0454, -0.2116], [-0.0054, -0.5058, 0.2414], [-0.8921, -1.1726, 1.3160], [3.5954, -1.9557, -1.3895], [4.5684, -1.9931, -2.4370], [-0.4639, -0.7754, 0.8147], [-0.0991, -0.0212, -0.6896], [0.1351, -0.1275, -0.0720], [0.6289, 0.0784, 0.3287], [0.0879, 0.7809, -0.0354], [1.0073, 0.4841, -0.0952], [-2.3092, 1.8306, -0.0566], [-0.2197, -0.0278, -0.3033], [2.2306, 0.9795, -0.4839], [2.9799, -1.9447, -3.2655], [0.2917, 0.1395, 0.2013], [0.0776, -0.2003, -0.2376], [-1.4708, 1.3119, 2.3125], [0.0867, -0.2045, -0.4019], [0.0829, -0.2858, 0.1954], [0.5628, -0.2778, -0.5579], [-0.7147, -0.9071, 0.0849], [-0.1032, 0.0254, -0.0984], [0.9301, 0.3147, -0.1712], [-2.4788, 0.7563, 1.6679], [-0.3581, -1.3211, 0.3950], [-0.7351, 0.2855, 0.6799], [-1.6443, -2.0026, 0.2670], [-0.4340, -0.1057, -0.5440], [-0.0923, 0.2207, -0.1469], [0.4081, 1.8638, 1.0134], [0.2499, 0.1389, -0.3476], [-0.2062, -0.1025, -0.0484], [0.0904, -0.8430, 1.5482], [0.8141, -0.2622, 0.2008], [-0.0475, -0.2800, 0.1408], [-1.6269, 2.1497, -0.0868], [0.0003, 0.4854, 2.8541], [0.4390, -0.2470, 0.6140], [-1.4858, 1.3301, -0.0151], [0.7419, -0.0532, -0.5338], [-0.3232, 0.0769, -0.2683], [-1.1824, -1.0424, 0.7265]], "lowdin_charge": [0.073, 0.080, -0.126, 0.073, -0.180, 0.087, -0.648, 0.098, 0.163, 0.000, 0.125, -0.793, 0.086, 0.071, 0.110, 0.109, 0.112, 0.108, 0.116, 0.032, 0.107, -0.810, 0.044, 0.126, -0.119, 0.121, 0.069, 0.061, 0.160, 0.165, 0.050, 0.072, 0.105, 0.072, 0.175, 0.078, 0.174, 0.046, 0.130, -0.350, -0.088, 0.055, 0.170, 0.095, 0.124, 0.083, -0.012, -0.016, -0.435, 0.057, -0.777, 0.075, -0.735, 0.137, 0.076, 0.104, 0.042, 0.163, 0.179, 0.043, 0.090, 0.059, 0.056, 0.154, -0.076, 0.054, 0.100, 0.201, 0.187, 0.092, 0.146, 0.164, 0.034, 0.089, 0.065, 0.104, 0.040, -0.076, 0.142, 0.058, 0.099, -0.736, 0.062, 0.110, -0.271, 0.078, 0.060, -0.770, 0.113, 0.069, -0.216, -0.134, 0.064, -0.755, 0.031, 0.103, -0.096]}